# C50H50N4O3V

A molecular structure, C50H50N4O3V at a distorted geometry (ωB97M-V/def2-TZVPD, the OMol25 dataset).

Computed properties:
Kohn-Sham gap (spin up / spin down), eV: 6.836 / 7.193
Energy relative to the best compared isomer or geometry (same formula, charge and spin), eV: 0.5537
Energy, Eh: -3324.12046

```
! RIJCOSX wB97M-V def2-TZVPD def2/J DEFGRID3
* xyz 0 2
V 0.514 -1.336 -0.121
O -2.044 1.383 2.241
C -1.295 1.296 3.357
C -1.804 1.896 4.510
C -1.086 1.863 5.686
C 0.157 1.234 5.743
C 0.662 0.638 4.608
C -0.047 0.653 3.402
C 0.508 -0.009 2.209
O -0.149 0.080 1.085
N 1.654 -0.645 2.332
N 2.019 -1.211 1.123
C 3.235 -1.580 0.974
C 3.782 -2.126 -0.274
C 5.158 -2.334 -0.372
C 5.736 -2.762 -1.556
C 4.945 -2.995 -2.673
C 3.570 -2.820 -2.605
C 3.020 -2.398 -1.415
O 1.652 -2.286 -1.280
H -1.540 0.955 1.518
H -2.767 2.384 4.446
H -1.494 2.335 6.571
H 0.719 1.212 6.667
H 1.621 0.140 4.624
H 3.913 -1.421 1.810
H 5.777 -2.131 0.493
H 6.806 -2.910 -1.609
H 5.395 -3.323 -3.601
H 2.926 -3.007 -3.455
C 1.327 -5.433 2.336
C 0.965 -4.954 0.928
C 1.652 -5.811 -0.137
C -0.538 -4.913 0.734
C -1.283 -6.084 0.797
C -2.657 -6.065 0.628
C -3.306 -4.862 0.388
C -2.602 -3.669 0.311
C -3.303 -2.345 0.094
C -4.513 -2.444 -0.833
C -3.693 -1.738 1.446
C -1.207 -3.701 0.491
N -0.476 -2.530 0.382
C 0.700 -1.659 -2.145
C 1.030 -0.286 -2.557
N 1.539 0.497 -1.686
C 1.926 1.818 -2.034
C 3.247 2.062 -2.429
C 3.601 3.360 -2.779
C 2.681 4.394 -2.719
C 1.389 4.137 -2.293
C 0.987 2.852 -1.945
C -0.417 2.603 -1.425
C -1.495 3.183 -2.341
C -0.550 3.161 -0.004
C 4.285 0.959 -2.494
C 4.791 0.746 -3.921
C 5.442 1.233 -1.529
C 0.576 -0.140 -3.965
C 0.604 0.876 -4.885
C 0.067 0.623 -6.172
C -0.471 -0.593 -6.518
C -0.505 -1.662 -5.587
C -0.990 -2.981 -5.802
C -0.917 -3.910 -4.797
C -0.374 -3.613 -3.516
C 0.097 -2.352 -3.289
C 0.028 -1.392 -4.329
H 2.411 -5.452 2.467
H 0.949 -6.441 2.517
H 0.902 -4.772 3.093
H 1.335 -3.935 0.827
H 1.426 -6.871 0.003
H 2.737 -5.691 -0.084
H 1.328 -5.530 -1.141
H -0.781 -7.026 0.983
H -3.224 -6.985 0.685
H -4.379 -4.858 0.250
H -2.580 -1.671 -0.372
H -5.326 -3.012 -0.379
H -4.249 -2.921 -1.778
H -4.898 -1.446 -1.050
H -4.485 -2.330 1.911
H -4.049 -0.713 1.332
H -2.840 -1.722 2.125
H 4.615 3.563 -3.104
H 2.974 5.400 -2.991
H 0.677 4.951 -2.228
H -0.575 1.524 -1.372
H -1.458 4.273 -2.364
H -2.485 2.897 -1.981
H -1.389 2.817 -3.364
H -0.382 4.240 -0.003
H 0.181 2.703 0.664
H -1.545 2.969 0.401
H 3.813 0.032 -2.173
H 5.343 1.615 -4.283
H 3.959 0.566 -4.606
H 5.458 -0.118 -3.961
H 5.982 2.141 -1.803
H 6.150 0.401 -1.539
H 5.072 1.358 -0.509
H 1.021 1.847 -4.653
H 0.089 1.418 -6.906
H -0.863 -0.743 -7.517
H -1.410 -3.249 -6.764
H -1.290 -4.909 -4.978
H -0.363 -4.368 -2.739
*
```

Here are the Mulliken charges for atoms 1 to 2, given in e:
1. V -1.69
2. O -0.74